Density functional theory data (ωB97M-V/def2-TZVPD) for one molecule with the formula C17H16BrN3O3.

Last column: Mulliken charge in e.
Element x y z (Å)
O (-5.0080, 0.0145, -1.1884)  -0.661
C (-3.8617, 0.1727, -0.6910)  0.274
N (-2.7329, 0.6643, -1.3856)  -0.291
N (-1.6749, 0.8239, -0.7777)  0.294
C (-0.6627, 0.8892, -1.6067)  -1.738
C (0.5153, 1.3546, -0.8009)  0.845
C (0.5594, 1.6892, 0.6566)  -1.474
C (1.8299, 2.2143, 0.9245)  -0.332
C (2.9577, 2.2240, 0.1799)  0.873
C (2.9833, 1.7781, -1.0751)  -0.676
C (1.6796, 1.6557, -1.6002)  -0.420
H (1.5910, 1.2650, -2.7611)  0.145
H (3.8741, 1.6481, -1.7609)  0.435
O (4.2342, 2.6481, 0.8172)  -0.458
H (4.1190, 2.7868, 1.5826)  0.191
H (1.8298, 2.4593, 2.2123)  -0.003
H (-0.2179, 1.6579, 1.1328)  1.307
H (-0.7468, 0.9260, -2.4651)  1.315
H (-2.8472, 0.7020, -2.4435)  0.310
C (-3.8492, -0.0098, 0.9143)  -0.518
C (-3.4990, -1.5416, 0.9146)  -1.389
C (-2.2823, -1.7639, 0.4211)  0.607
O (-2.1552, -2.2134, -0.7926)  -0.675
N (-1.1092, -1.4904, 1.1572)  -0.088
C (0.2827, -1.3911, 0.3302)  0.252
C (0.7580, -1.9256, -0.7180)  0.152
C (2.0164, -2.0847, -1.0737)  -0.661
C (2.9896, -1.3145, -0.1882)  0.104
C (2.5086, -1.1515, 1.2405)  -0.421
C (1.2909, -1.1970, 1.5589)  -0.921
H (0.9766, -0.7566, 2.4367)  0.327
H (3.3059, -0.8250, 1.7120)  0.581
Br (4.8105, -1.3344, -0.6496)  -0.089
H (2.2836, -2.3172, -2.0889)  0.422
H (-0.1007, -2.3449, -1.4105)  0.198
H (-1.1501, -0.9523, 1.9434)  0.323
H (-3.3280, -1.7436, 1.8992)  0.505
H (-4.2472, -2.1379, 0.8533)  0.667
H (-4.7770, 0.1991, 1.3240)  0.446
H (-3.1461, 0.7226, 1.2662)  0.246

Output
- Max |F|: 19.91 eV Å⁻¹
- Highest occupied orbital energy: -8.09 eV
- Relative energy (zero: lowest compared OMol25 entry of this formula, charge and spin): 1198.10 kJ/mol
- Structure (SMILES): O=C(CCC(=O)Nc1ccc(Br)cc1)N/N=C/c1ccc(O)cc1
- E: -98530.4816 eV